Record 1
The following is a DFT calculation (the ωB97M-V functional and the def2-TZVPD basis) of a 2-piece molecular cluster, C6H10 overall.

* gap between HOMO and LUMO: 8.76 eV
* E_HOMO: -7.8 eV
* multiplicity: 1

Bonds (Å) are listed after each position.
Positions of all 16 atoms, in Å:
1 C -0.35 0.08 -1.44  C2 1.472, H7 1.139, H8 1.096, H9 1.091
2 C -0.84 -0.05 -0.05  C1 1.472, C3 1.521, H10 1.078
3 C -0.78 -1.48 0.46  C2 1.521, H11 1.085, H12 1.101, H13 1.099
4 C 0.35 1.25 1.37  C5 1.394, H14 1.105, H15 1.096
5 C 1.43 0.95 0.53  C4 1.394, C6 1.223
6 C 2.05 0.57 -0.45  C5 1.223, H16 1.060
7 H -1.39 -0.36 -1.58  C1 1.139
8 H 0.36 -0.63 -1.87  C1 1.096
9 H -0.33 1.07 -1.89  C1 1.091
10 H -1.70 0.56 0.17  C2 1.078
11 H -0.41 -1.41 1.48  C3 1.085
12 H -1.73 -2.03 0.48  C3 1.101
13 H -0.06 -2.09 -0.11  C3 1.099
14 H 0.08 2.32 1.42  C4 1.105
15 H 0.32 0.79 2.36  C4 1.096
16 H 3.00 0.47 -0.90  C6 1.060

Record 2
The following is a DFT calculation (the ωB97M-V functional and the def2-TZVPD basis) of one molecule with the formula C6H10.

* SMILES: CCC#CCC
* gap between HOMO and LUMO: 10.40 eV
* E_HOMO: -9.3 eV
* multiplicity: 1

Bonds (Å) are listed after each position.
Positions of all 16 atoms, in Å:
1 C 2.63 0.34 0.16  C2 1.536, H7 1.095, H8 1.095, H9 1.094
2 C 1.91 -0.95 -0.25  C1 1.536, C3 1.454, H10 1.091, H11 1.096
3 C 0.47 -0.77 -0.28  C2 1.454, C4 1.201
4 C -0.69 -0.65 0.01  C3 1.201, C5 1.455
5 C -2.07 -0.35 0.36  C4 1.455, C6 1.524, H12 1.098, H13 1.094
6 C -2.48 0.98 -0.28  C5 1.524, H14 1.094, H15 1.091, H16 1.096
7 H 2.46 1.14 -0.57  C1 1.095
8 H 2.29 0.70 1.14  C1 1.095
9 H 3.71 0.16 0.22  C1 1.094
10 H 2.30 -1.33 -1.19  C2 1.091
11 H 2.06 -1.72 0.52  C2 1.096
12 H -2.15 -0.29 1.46  C5 1.098
13 H -2.71 -1.17 0.03  C5 1.094
14 H -2.36 0.91 -1.36  C6 1.094
15 H -3.52 1.20 -0.03  C6 1.091
16 H -1.83 1.78 0.07  C6 1.096

Record 3
The following is a DFT calculation (the ωB97M-V functional and the def2-TZVPD basis) of one molecule with the formula C6H10.

* SMILES: C1C[C@H]2C[C@@H]2C1
* gap between HOMO and LUMO: 9.78 eV
* E_HOMO: -8.6 eV
* multiplicity: 1

Bonds (Å) are listed after each position.
Positions of all 16 atoms, in Å:
1 C -1.58 -0.03 0.09  C2 1.728, C6 1.737, H7 1.106, H8 1.133
2 C -0.44 -1.29 -0.21  C1 1.728, C3 1.440, H9 1.034, H10 1.123
3 C 0.63 -0.60 0.46  C2 1.440, C4 1.575, C5 1.414, H11 1.192
4 C 1.98 0.13 0.11  C3 1.575, C5 1.462, H12 1.242, H13 0.970
5 C 0.66 0.56 -0.35  C3 1.414, C4 1.462, C6 1.515, H14 1.119
6 C -0.56 1.38 0.05  C1 1.737, C5 1.515, H15 1.221, H16 1.112
7 H -2.41 -0.09 -0.64  C1 1.106
8 H -1.87 -0.45 1.10  C1 1.133
9 H -0.13 -1.48 -1.18  C2 1.034
10 H -0.75 -2.32 0.11  C2 1.123
11 H 0.39 -0.49 1.63  C3 1.192
12 H 2.33 -0.40 -0.96  C4 1.242
13 H 2.58 0.24 0.86  C4 0.970
14 H 0.79 0.61 -1.46  C5 1.119
15 H -0.72 2.07 1.04  C6 1.221
16 H -0.91 2.17 -0.65  C6 1.112

The records above give, respectively, energy relative to the best compared isomer or geometry (same formula, charge and spin) values of 117.0; 31.1; 136.8 kcal per mole.
The records above give, respectively, largest force on an atom values of 2.450; 0.533; 8.792 eV/A.